Record 1
C6H10N2O5 | the ωB97M-V functional and the def2-TZVPD basis

Structure (XYZ):
```
23
Properties=species:S:1:pos:R:3
O 1.418 -2.772 2.570
O 1.600 1.981 -1.104
O -1.369 -0.496 -2.718
O 3.017 -1.030 2.505
O -2.239 -1.974 -1.126
N 1.721 0.328 0.454
N -0.935 2.046 -1.456
C -0.535 1.198 -0.316
C -1.541 0.024 -0.260
C 2.021 -1.592 2.105
C 1.087 -0.835 1.118
C 1.032 1.168 -0.390
C -1.819 -0.917 -1.500
H -0.807 1.767 0.604
H -0.237 2.527 -2.007
H 0.482 -2.731 2.265
H -1.024 0.464 -2.464
H 2.701 0.431 0.525
H -1.326 -0.714 0.535
H 0.340 -0.479 1.733
H -1.579 2.806 -1.256
H -2.702 0.326 -0.249
H 0.693 -1.527 0.433
```

Summary:
**Kohn-Sham gap**: 10.046 eV
**HOMO energy**: -0.365 hartree
**SMILES**: N[C@@H](CC(=O)O)C(=O)NCC(=O)O
**Maximum force**: 3.318 eV Å⁻¹
**Electronic energy**: -720.3278 Ha

=====

Record 2
C5H22N2O6 | the ωB97M-V functional and the def2-TZVPD basis

Structure (XYZ):
```
35
Properties=species:S:1:pos:R:3
O -2.380 2.802 -2.292
O -2.293 -1.904 -0.489
O -1.180 0.386 3.318
O 0.033 1.362 -4.402
O -1.265 -0.409 -3.130
O 2.537 0.056 3.015
N -1.548 1.234 0.419
N 0.789 -0.522 0.852
C -0.346 1.400 -0.347
C 2.070 -1.210 0.969
C 2.873 -0.712 2.170
C 1.897 -2.718 1.116
C 0.898 0.875 0.446
H -1.865 2.029 -2.543
H -1.522 -1.419 -0.171
H 1.002 -2.926 0.463
H 0.397 -0.617 1.810
H -1.553 1.791 1.279
H 1.116 1.657 1.163
H 1.862 0.956 -0.140
H -1.625 -0.061 4.053
H -3.038 -1.324 -0.320
H 0.954 1.301 -4.103
H -2.566 2.816 -1.354
H -0.605 0.962 -3.775
H 1.706 -3.180 2.096
H -0.996 -1.294 -3.439
H -0.384 0.831 -1.267
H -1.592 0.349 0.887
H -0.219 2.466 -0.499
H 3.818 -1.317 2.142
H 2.825 -3.171 0.638
H 2.578 -1.114 -0.005
H -1.149 -0.669 -2.191
H -1.231 1.296 3.632
```

Summary:
**Kohn-Sham gap**: 9.421 eV
**HOMO energy**: -0.342 hartree
**SMILES**: C[C@H](C=O)NCCN.O.O.O.O.O
**Maximum force**: 2.686 eV Å⁻¹
**Electronic energy**: -764.5908 Ha

=====

Record 3
CH4NP3S | the ωB97M-V functional and the def2-TZVPD basis

Structure (XYZ):
```
10
Properties=species:S:1:pos:R:3
S 2.202 -0.219 0.139
P 0.394 -2.799 -1.642
P -0.873 0.685 -0.753
P 1.208 0.440 -1.398
N 0.702 -3.809 -0.636
C -0.716 0.893 1.079
H -1.568 1.474 1.428
H -0.750 -0.090 1.543
H 0.213 1.385 1.355
H -0.814 2.039 -1.116
```

Summary:
**Kohn-Sham gap**: 6.938 eV
**HOMO energy**: -0.320 hartree
**SMILES**: C[PH]#P=S.N#P
**Maximum force**: 1.203 eV Å⁻¹
**Electronic energy**: -1517.4452 Ha